Molecular formula: C33H67ClF5N7O4PS
Method: DFT, ωB97M-V/def2-TZVPD

XYZ file:
```
119
C33H67ClF5N7O4PS (ωB97M-V/def2-TZVPD)
C -3.3395 -5.6825 1.9358
C -2.6501 -5.0657 3.1565
C -1.1254 -5.2551 3.1767
C -0.3220 -4.0393 2.6748
C 0.3250 -4.2607 1.3015
C 1.6284 -3.4697 1.1151
C 2.0403 -3.5421 -0.3734
C 1.2892 -2.4929 -1.2109
N 0.5545 -3.2044 -2.2685
C 0.3779 -2.4810 -3.5230
N -0.1440 -3.4387 -4.4978
C 1.7197 -1.9357 -4.1019
C 1.5759 -0.5779 -4.7878
C 0.3980 -0.4337 -5.7676
C -0.3725 0.8912 -5.5767
C -1.5113 0.8347 -4.5907
F -1.0551 0.6636 -3.3245
F -2.1307 2.0383 -4.6112
C -2.6186 -0.2272 -4.8942
F -3.8198 0.2874 -4.6533
F -2.5917 -0.5979 -6.1675
F -2.4888 -1.2993 -4.1129
N 2.8088 -1.9197 -3.0231
P 4.4106 -1.3510 -3.7397
O 5.3758 -1.6478 -2.4956
Cl 4.3254 0.6965 -3.6915
C 2.2015 -1.3530 -1.7642
C 3.1051 -0.8851 -0.6208
C 3.4354 0.6223 -0.5667
C 3.5643 1.0587 0.8988
C 2.2107 1.2682 1.5663
C 2.3747 2.0961 2.8704
C 1.9761 3.5576 2.6335
C 0.5124 3.9059 2.9439
S -0.6509 2.5140 2.7880
C -1.3194 2.7735 1.2064
N -0.7329 3.0857 0.1080
N -1.7377 3.1276 -0.8601
C -2.8247 2.8226 -0.2613
O -2.6522 2.5916 1.0624
H -3.3595 -5.0032 1.0859
H -4.3747 -5.9124 2.1801
H -2.8758 -6.6252 1.6568
H -2.9392 -4.0233 3.2726
H -3.0597 -5.5813 4.0247
H -0.8244 -5.4762 4.1988
H -0.8920 -6.1376 2.5843
H -0.9965 -3.1860 2.6437
H 0.4727 -3.7717 3.3721
H 0.4694 -5.3138 1.0684
H -0.3708 -3.8860 0.5426
H 1.3958 -2.4489 1.4094
H 2.3818 -3.9232 1.7551
H 3.1242 -3.4812 -0.4831
H 1.7598 -4.5466 -0.6836
H 0.5573 -1.9836 -0.5850
H 1.0612 -4.0503 -2.5176
H -0.3303 -1.6750 -3.3569
H -0.4331 -4.2817 -4.0133
H -0.9988 -3.0860 -4.9098
H 2.0471 -2.6602 -4.8436
H 2.4833 -0.3834 -5.3553
H 1.5273 0.2189 -4.0464
H 0.7947 -0.3939 -6.7771
H -0.3003 -1.2627 -5.7669
H -0.7907 1.2125 -6.5251
H 0.3085 1.6680 -5.2366
H 2.9743 -2.9126 -2.8209
H 5.7706 -0.8339 -2.1478
H 1.5360 -0.5341 -2.0194
H 3.9935 -1.4881 -0.4727
H 2.5094 -1.0526 0.2744
H 2.6801 1.2081 -1.0829
H 4.4216 0.7614 -1.0053
H 4.0931 2.0142 0.8931
H 4.1898 0.3505 1.4405
H 1.8060 0.3016 1.8691
H 1.5325 1.8249 0.9264
H 1.8494 1.6437 3.7082
H 3.4262 2.1184 3.1542
H 2.6370 4.2441 3.1574
H 2.1367 3.7606 1.5738
H 0.1888 4.6686 2.2431
H 0.3952 4.2735 3.9573
H -3.7845 2.7522 -0.7353
C -8.4842 0.8805 -1.5748
C -7.2215 1.0368 -2.4168
C -7.3904 1.9614 -3.6312
O -8.0975 1.3957 -4.7154
C -9.5094 1.4189 -4.5989
N -6.7378 -0.2932 -2.8011
H -9.1989 0.1986 -2.0337
H -8.2347 0.4691 -0.5970
H -8.9789 1.8412 -1.4194
H -6.4605 1.4966 -1.7778
H -6.3943 2.1842 -4.0242
H -7.8408 2.9198 -3.3400
H -9.8555 2.3220 -4.0886
H -9.8806 0.5348 -4.0761
H -9.9206 1.4088 -5.6075
H -5.8381 -0.1945 -3.2617
H -7.3520 -0.6390 -3.5340
C 5.5303 3.4026 8.4398
C 4.8336 4.5372 7.6946
C 4.0109 4.0733 6.4845
O 4.7722 3.7249 5.3413
C 5.3381 2.4282 5.3636
N 5.8294 5.5500 7.3346
H 6.4279 3.0642 7.9227
H 5.8409 3.7400 9.4277
H 4.8658 2.5459 8.5706
H 4.1281 4.9983 8.3919
H 3.3815 4.9086 6.1654
H 3.3366 3.2494 6.7561
H 4.6819 1.7095 5.8636
H 6.3203 2.4303 5.8404
H 5.4730 2.1168 4.3268
H 5.3591 6.3646 6.9502
H 6.3756 5.1878 6.5575
```

Calculated values
2S+1: 1
Strongest force on any atom: 1.54 eV Å⁻¹
E_LUMO: -2.775 eV
Highest occupied orbital energy: -10.643 eV
Total charge: +1

Molecular formula: C5H5FO
Method: DFT, ωB97M-V/def2-TZVPD

XYZ file:
```
12
C5H5FO (ωB97M-V/def2-TZVPD)
F -2.7036 -0.0971 1.0569
C -1.6825 0.7411 0.7226
C -0.5984 0.3373 0.0283
C 0.0254 -1.0423 -0.0825
C 1.3605 -0.6491 -0.5249
C 1.4010 0.6360 -0.7656
O 0.2194 1.3633 -0.3923
H -1.8638 1.8120 1.2932
H 0.0239 -1.3888 0.9811
H -0.4614 -1.7727 -0.7259
H 2.1148 -1.3621 -0.6506
H 2.1648 1.4222 -0.9403
```

Calculated values
2S+1: 1
Strongest force on any atom: 3.65 eV Å⁻¹
E_LUMO: 0.963 eV
Structure (SMILES): F/C=C1\CC=CO1
Highest occupied orbital energy: -8.242 eV
Energy relative to the best compared isomer or geometry (same formula, charge and spin): 40.7 kcal per mole

| no. | orbital gap (eV) |
| --- | --- |
| 1 | 7.868 |
| 2 | 9.206 |